This record from the OMol25 dataset describes one molecule with the formula C2H4N2OS. The level of theory is ωB97M-V with the def2-TZVPD basis set.

Its total energy is -17999.74261 eV. As for the energy relative to the best compared isomer or geometry (same formula, charge and spin): 67.3 kcal per mole. Its lowest unoccupied orbital energy is 0.112 eV. The value obtained for the HOMO energy is -8.787 eV.

Last column: natural (NBO) charge in e.
Positions of all 10 atoms, in Å:
C (-0.426, 0.282, 0.006)  0.178
C (1.376, -1.135, 0.870)  -0.066
H (-2.306, 1.856, -1.713)  0.481
H (-0.776, 0.578, 0.995)  0.224
H (0.946, -0.776, -1.122)  0.419
H (2.225, -1.704, 0.500)  0.197
N (-0.851, 0.809, -1.071)  -0.161
N (0.760, -0.462, -0.140)  -0.582
O (-2.012, 1.555, -0.810)  -0.564
S (1.065, -1.004, 2.487)  -0.126



This record from the OMol25 dataset describes C21H30BrN5O2Se4Tc as an isolated structure. The level of theory is ωB97M-V with the def2-TZVPD basis set.

Its total energy is -367438.57920 eV. The expectation value of S² is 0.76. As for the energy relative to the best compared isomer or geometry (same formula, charge and spin): 0.0 kcal per mole. Its lowest unoccupied orbital energy (spin up / spin down) is 4.375 / 4.373 eV. As for the spin multiplicity: 2. Its net charge is -2. The value obtained for the HOMO energy (spin up / spin down) is -0.936 / -0.960 eV.

Last column: natural (NBO) charge in e.
Positions of all 64 atoms, in Å:
Tc (-0.700, 0.131, 1.777)  0.881
Se (-3.285, 0.095, 3.019)  -0.492
Se (-3.845, 2.098, 4.071)  -0.161
Se (-2.042, 3.571, 3.491)  -0.223
Se (-0.189, 2.168, 3.438)  -0.393
C (-0.274, -3.591, -0.207)  -0.263
C (-0.515, -4.884, -1.032)  -0.254
N (-1.032, -4.563, -2.368)  -0.433
C (-2.250, -3.757, -2.244)  -0.254
C (-1.964, -2.464, -1.426)  -0.259
N (-0.565, -2.418, -1.046)  -0.411
C (0.261, -2.457, -2.249)  -0.254
C (-0.030, -3.747, -3.058)  -0.252
H (0.747, -3.513, 0.167)  0.212
H (-0.927, -3.540, 0.663)  0.239
H (-1.234, -5.542, -0.538)  0.188
H (0.409, -5.452, -1.173)  0.184
H (-3.017, -4.369, -1.762)  0.189
H (-2.599, -3.527, -3.255)  0.182
H (-2.547, -2.450, -0.502)  0.220
H (-2.209, -1.555, -1.995)  0.190
H (1.306, -2.404, -1.941)  0.207
H (0.058, -1.561, -2.840)  0.198
H (0.871, -4.355, -3.181)  0.185
H (-0.410, -3.514, -4.058)  0.181
N (-1.430, 5.593, 0.574)  -0.818
C (-2.166, 5.080, -0.436)  0.659
O (-2.586, 5.755, -1.367)  -0.655
C (-2.434, 3.610, -0.333)  -0.150
C (-3.564, 3.076, -0.938)  -0.135
C (-3.821, 1.724, -0.793)  -0.282
C (-2.942, 0.955, -0.053)  0.089
N (-1.850, 1.462, 0.527)  -0.425
C (-1.600, 2.766, 0.392)  0.084
H (-1.350, 6.595, 0.593)  0.387
H (-1.406, 5.097, 1.461)  0.422
H (-4.219, 3.731, -1.496)  0.222
H (-4.691, 1.259, -1.234)  0.212
H (-3.073, -0.118, 0.067)  0.233
H (-0.681, 3.112, 0.854)  0.251
O (-1.190, -1.467, 1.718)  -0.582
Br (1.136, -0.998, 3.568)  -0.655
C (4.609, 0.483, 3.229)  -0.406
N (4.038, 0.441, 1.902)  -0.465
C (3.906, -0.925, 1.412)  -0.423
C (2.858, 1.322, 1.803)  -0.281
C (2.152, 1.208, 0.492)  0.062
C (2.918, 1.616, -0.606)  -0.247
C (2.443, 1.541, -1.905)  -0.251
C (1.167, 1.038, -2.101)  -0.250
C (0.407, 0.661, -1.004)  -0.239
C (0.832, 0.745, 0.334)  -0.254
H (5.562, -0.056, 3.236)  0.169
H (3.948, 0.040, 3.987)  0.198
H (4.804, 1.522, 3.509)  0.180
H (4.907, -1.312, 1.182)  0.159
H (3.320, -0.945, 0.495)  0.208
H (3.415, -1.595, 2.132)  0.204
H (3.258, 2.343, 1.876)  0.176
H (2.153, 1.183, 2.636)  0.230
H (3.924, 1.978, -0.415)  0.198
H (3.054, 1.865, -2.741)  0.186
H (0.756, 0.949, -3.103)  0.186
H (-0.584, 0.263, -1.207)  0.195



This record from the OMol25 dataset describes C21H22N3PtS3 as an isolated structure. The level of theory is ωB97M-V with the def2-TZVPD basis set.

Its total energy is -62352.62222 eV. As for the energy relative to the best compared isomer or geometry (same formula, charge and spin): 1.7 kcal per mole. Its lowest unoccupied orbital energy is -4.004 eV. Its net charge is +1. The value obtained for the HOMO energy is -10.927 eV.

Last column: natural (NBO) charge in e.
Positions of all 50 atoms, in Å:
Pt (0.418, -0.344, -0.758)  1.025
C (1.313, 0.762, 2.037)  -0.427
N (0.083, 0.879, 1.214)  -0.490
C (-1.084, 0.236, 1.868)  -0.239
C (-1.440, -1.085, 1.241)  -0.247
N (-1.561, -0.986, -0.240)  -0.436
C (-2.639, -0.061, -0.672)  -0.421
C (-1.800, -2.311, -0.840)  0.166
C (-2.822, -3.123, -0.360)  -0.238
C (-3.081, -4.342, -0.957)  -0.205
C (-2.327, -4.746, -2.055)  -0.169
C (-1.324, -3.931, -2.541)  -0.206
C (-1.057, -2.703, -1.932)  -0.223
S (0.214, -1.706, -2.603)  0.090
C (-0.195, 2.290, 0.948)  0.157
C (-0.363, 3.176, 2.011)  -0.240
C (-0.615, 4.512, 1.778)  -0.209
C (-0.729, 4.972, 0.468)  -0.177
C (-0.585, 4.091, -0.585)  -0.203
C (-0.304, 2.739, -0.350)  -0.234
S (-0.122, 1.709, -1.756)  -0.074
H (1.169, 1.213, 3.020)  0.204
H (2.127, 1.280, 1.534)  0.221
H (1.572, -0.284, 2.164)  0.233
H (-1.927, 0.921, 1.811)  0.229
H (-0.886, 0.057, 2.928)  0.232
H (-2.374, -1.427, 1.694)  0.225
H (-0.676, -1.832, 1.444)  0.238
H (-3.597, -0.405, -0.277)  0.210
H (-2.677, -0.048, -1.757)  0.246
H (-2.444, 0.949, -0.320)  0.222
H (-3.430, -2.808, 0.479)  0.218
H (-3.870, -4.972, -0.570)  0.232
H (-2.530, -5.694, -2.534)  0.234
H (-0.730, -4.232, -3.394)  0.236
H (-0.297, 2.820, 3.032)  0.219
H (-0.723, 5.193, 2.610)  0.232
H (-0.932, 6.015, 0.270)  0.233
H (-0.686, 4.430, -1.608)  0.233
S (1.701, -2.110, 0.424)  -0.110
C (2.935, -1.043, -0.145)  0.072
C (4.306, -1.134, 0.072)  -0.255
C (5.108, -0.122, -0.416)  -0.107
C (4.545, 0.938, -1.136)  -0.262
C (3.188, 0.950, -1.344)  0.061
N (2.418, -0.023, -0.835)  -0.478
H (4.714, -1.974, 0.615)  0.250
H (6.175, -0.149, -0.241)  0.240
H (5.155, 1.739, -1.526)  0.247
H (2.687, 1.724, -1.909)  0.246



This record from the OMol25 dataset describes C37H62F3O23S7V2Zn as an isolated structure. The level of theory is ωB97M-V with the def2-TZVPD basis set.

Its total energy is -270236.93378 eV. The expectation value of S² is 3.89. Its lowest unoccupied orbital energy (spin up / spin down) is -7.989 / -7.477 eV. As for the spin multiplicity: 4. Its net charge is +2. The value obtained for the HOMO energy (spin up / spin down) is -12.345 / -13.261 eV.

Last column: Mulliken charge in e.
Positions of all 135 atoms, in Å:
Zn (2.912, -0.591, -2.054)  0.082
O (-1.407, 6.620, -2.220)  -0.328
V (-1.023, 5.318, -1.340)  1.142
O (-5.783, 2.518, 2.200)  -0.497
V (-4.441, 2.227, 1.465)  1.372
C (1.171, 2.379, 0.163)  -1.104
C (-0.192, 2.527, 0.405)  -0.067
C (-1.086, 1.318, 0.290)  -0.399
O (-2.351, 1.309, 0.596)  -0.147
C (-0.625, 0.134, -0.123)  0.317
C (0.666, -0.020, -0.558)  0.656
C (1.707, 1.143, -0.279)  1.149
O (2.914, 0.891, -0.539)  -1.002
O (1.166, -0.970, -1.297)  0.054
O (-0.665, 3.765, 0.301)  0.121
H (1.719, 3.288, -0.038)  0.605
H (-1.007, -0.873, -0.046)  -0.025
C (-5.006, 6.564, 0.763)  0.490
F (-5.375, 6.195, -0.504)  -0.204
F (-4.717, 7.897, 0.736)  -0.178
F (-5.987, 6.174, 1.526)  -0.137
S (-3.349, 5.716, 1.202)  1.090
O (-3.710, 4.308, 1.582)  -0.818
O (-2.567, 5.947, -0.057)  -0.374
O (-2.781, 6.462, 2.374)  -0.632
C (2.765, 2.576, 3.186)  0.058
C (2.816, 2.138, 4.663)  0.546
O (3.603, 1.233, 4.978)  -0.558
C (1.931, 2.814, 5.667)  -1.168
H (3.262, 1.968, 2.430)  -0.103
H (3.199, 3.575, 3.234)  0.463
H (1.681, 2.592, 3.075)  -0.171
H (0.963, 2.868, 5.168)  0.328
H (2.259, 3.826, 5.901)  0.303
H (1.756, 2.280, 6.602)  0.361
C (0.867, -0.658, 2.870)  0.572
C (0.141, -1.968, 3.009)  0.296
O (0.787, -2.972, 3.104)  -0.600
C (-1.298, -2.054, 2.991)  -0.699
H (1.438, -0.841, 1.960)  -0.932
H (1.623, -0.485, 3.637)  0.622
H (0.260, 0.232, 2.708)  0.116
H (-1.653, -2.018, 4.021)  0.577
H (-1.618, -2.945, 2.450)  0.087
H (-1.826, -1.206, 2.555)  -0.017
C (-6.113, -3.040, 2.182)  -1.074
C (-4.613, -2.849, 2.249)  -0.373
C (-4.412, -2.203, 0.866)  0.302
S (-5.709, -1.005, 0.478)  0.890
O (-6.003, -1.156, -0.976)  -0.569
O (-5.247, 0.254, 1.083)  -0.548
C (-6.895, -1.747, 1.682)  -0.786
H (-6.397, -3.315, 3.198)  0.533
H (-6.404, -3.917, 1.603)  0.363
H (-4.115, -3.801, 2.430)  0.397
H (-4.421, -2.092, 3.009)  0.328
H (-4.494, -2.885, 0.020)  0.408
H (-3.536, -1.573, 0.717)  -0.564
H (-7.802, -1.777, 1.078)  0.428
H (-7.197, -1.011, 2.428)  0.369
C (4.447, -2.627, 2.849)  -0.744
C (4.583, -1.140, 2.509)  0.542
C (5.477, -0.968, 1.314)  -0.947
S (4.880, -2.298, 0.152)  1.075
O (6.041, -2.961, -0.404)  -0.772
O (3.773, -1.896, -0.660)  0.066
C (4.162, -3.372, 1.484)  -0.390
H (3.716, -2.944, 3.592)  0.381
H (5.387, -2.903, 3.328)  0.372
H (5.090, -0.682, 3.358)  0.584
H (3.636, -0.599, 2.490)  -0.806
H (6.528, -1.190, 1.495)  0.395
H (5.436, -0.074, 0.692)  0.435
H (4.852, -4.215, 1.455)  0.500
H (3.209, -3.812, 1.189)  -0.053
C (0.876, 6.457, 3.447)  -0.418
C (1.038, 7.912, 3.296)  -0.834
C (0.579, 8.425, 1.907)  -0.654
S (1.278, 7.102, 0.786)  0.841
O (2.517, 7.502, 0.275)  -0.581
O (0.262, 6.479, -0.031)  -0.422
C (1.705, 5.913, 2.224)  0.208
H (-0.185, 6.208, 3.431)  0.251
H (1.268, 6.147, 4.416)  0.321
H (2.098, 8.133, 3.419)  0.298
H (0.543, 8.235, 4.212)  0.433
H (1.216, 9.282, 1.691)  0.396
H (-0.494, 8.614, 1.939)  0.400
H (2.772, 5.966, 2.443)  0.491
H (1.404, 4.877, 2.074)  -0.566
C (0.860, -4.159, -0.917)  0.686
C (0.117, -4.757, 0.256)  0.254
C (-1.078, -5.538, -0.290)  -1.028
S (-1.749, -4.613, -1.752)  1.043
O (-2.946, -3.841, -1.305)  -0.534
O (-1.713, -5.356, -2.979)  -0.695
C (-0.262, -3.527, -1.763)  0.997
H (1.470, -4.976, -1.303)  0.408
H (1.564, -3.355, -0.703)  -1.150
H (-0.098, -4.023, 1.033)  -0.714
H (0.771, -5.478, 0.747)  0.692
H (-1.974, -5.535, 0.330)  0.456
H (-0.981, -6.536, -0.718)  0.357
H (-0.677, -2.619, -1.326)  -0.917
H (-0.049, -3.411, -2.826)  -0.180
C (-2.324, -0.237, -3.402)  0.242
C (-1.350, -0.905, -4.288)  0.050
C (-1.948, -1.218, -5.669)  -0.883
S (-3.775, -1.459, -5.207)  1.104
O (-4.308, -2.809, -5.335)  -0.627
O (-4.555, -0.455, -5.964)  -0.691
C (-3.671, -0.962, -3.471)  -0.651
H (-2.352, 0.841, -3.559)  0.405
H (-2.012, -0.271, -2.358)  -0.540
H (-0.913, -1.843, -3.948)  -0.508
H (-0.536, -0.192, -4.419)  0.469
H (-1.483, -2.036, -6.220)  0.437
H (-1.683, -0.322, -6.230)  0.447
H (-3.570, -1.933, -2.985)  0.039
H (-4.563, -0.493, -3.055)  0.629
C (5.215, -3.618, -5.614)  -0.599
C (4.208, -3.286, -6.715)  -0.656
C (2.760, -2.891, -6.147)  -0.806
S (2.730, -3.317, -4.315)  0.913
O (1.876, -4.399, -3.839)  -0.662
O (2.862, -2.107, -3.459)  -0.119
C (4.403, -4.198, -4.410)  -1.003
H (5.836, -2.753, -5.385)  0.289
H (5.958, -4.309, -6.012)  0.402
H (4.122, -4.217, -7.275)  0.315
H (4.611, -2.624, -7.481)  0.373
H (1.937, -3.489, -6.538)  0.418
H (2.426, -1.862, -6.278)  0.466
H (4.134, -5.223, -4.664)  0.416
H (4.833, -4.342, -3.419)  0.504



Max |F| list, top to bottom, in eV/Å: 1.56 1.38 2.22 6.13